(1)
36
Properties=species:S:1:pos:R:3:forces:R:3:mulliken_charge:R:1 method="wB97M-V/def2-TZVPD" e_tot_ha=-1982.5951 homo_energy_ev=-14.90 largest_force_ev_per_a=11.3 lumo_ev=-10.33 relative_energy_kj_mol=0.0 total_charge=+2
O -1.26975 -2.05599 -0.45772 -2.2776 -1.6405 0.9249 -0.525
F -2.84088 0.05531 -1.69826 -0.4064 -1.7116 0.2076 -0.249
H -0.94396 0.06073 2.80787 0.1758 -0.4666 -0.4574 0.823
C -0.66628 -0.84000 2.18960 -1.4873 0.3464 0.1533 -1.701
Ba -2.92423 -1.64375 4.04389 -5.5661 2.3504 9.5163 1.747
H -0.54651 1.25311 -1.49327 0.0715 -0.1492 -0.1500 0.306
H 3.59817 0.39304 -1.00465 0.1796 0.1962 0.1701 0.270
H -1.22428 2.64207 -0.72482 0.0118 0.2077 -0.0817 0.440
C 1.69608 -0.50303 -0.73489 0.6411 -0.8168 0.0986 -0.477
H 1.63700 2.35438 0.11837 -0.1433 -0.3180 0.1073 0.167
H 2.28491 -1.40594 -0.57876 0.1428 -0.0829 0.0727 0.455
O 2.96627 -0.32774 -2.74648 0.3679 -0.0844 0.2016 -0.204
H 1.99241 -0.79510 2.54492 0.3663 -0.0056 0.0356 0.284
C -1.27846 1.55907 -0.76095 -0.0531 0.4286 1.1359 -1.085
H -0.54655 1.85194 1.23112 0.2989 -0.2255 0.2223 0.814
C -1.02693 1.05508 0.67192 -0.0071 -0.6003 -1.0608 -1.946
C -0.22830 -0.28517 0.82111 0.6717 0.8539 0.6154 2.466
H 0.15064 -0.54593 -2.19386 -0.0636 -0.3414 -0.2674 0.380
S 1.99656 1.56638 1.15763 -0.1698 0.3516 0.3887 -0.145
C -1.89684 -1.78890 2.10607 4.7032 -2.1134 -7.2980 0.401
H 0.10010 -1.36563 2.75378 -0.0770 -0.5004 -0.2342 0.482
C 1.31720 -0.10005 0.75122 1.4935 0.8111 -1.3158 0.825
Cl -3.39167 -1.48461 1.18670 0.6922 0.3722 0.7909 0.060
N 0.49796 -1.04222 -1.38357 -0.0566 1.5135 1.2445 -0.191
H 3.09468 -0.83495 1.35766 0.1144 -0.2212 -0.0512 0.333
O -1.81821 -2.86790 2.69383 1.1676 -0.7325 -2.6786 -0.539
H -1.99459 0.89411 1.13938 -0.2189 0.0847 -0.0435 0.661
O 2.17477 0.24866 -3.75920 -0.6409 0.3494 -0.4083 -0.399
H 2.32521 1.36436 -1.75904 -0.0093 0.1345 -0.1873 0.578
C -2.67538 1.28044 -1.25723 1.5189 1.3211 -1.0794 0.798
C 2.66517 0.35414 -1.55358 -0.5085 -0.1849 0.2192 -0.803
C -0.44618 -1.21920 -0.36411 1.5698 0.5081 -1.4372 -0.987
H 1.58052 -0.47153 -4.00744 0.1438 -0.2401 -0.2328 0.333
F -2.88520 2.07050 -2.29008 -0.3046 0.8029 -1.1520 -0.290
N 2.11813 -1.01572 1.55880 -1.3148 0.1250 0.7478 -0.802
F -3.59156 1.59006 -0.36599 -1.0262 -0.3222 1.2829 -0.279


(2)
46
Properties=species:S:1:pos:R:3:forces:R:3:mulliken_spin:R:1 method="wB97M-V/def2-TZVPD" e_tot_ha=-3768.8462 homo_energy_ev="-18.49 / -19.74" largest_force_ev_per_a=9.3 lumo_ev="-15.02 / -14.86" multiplicity=8 total_charge=+4 s_squared=16.05
Pr -0.18217 0.18651 0.58671 -0.4173 -1.0254 0.6954 2.056
I -0.73553 -3.31571 -3.24995 0.1710 0.6692 -1.1717 0.774
H -0.08245 1.96073 4.64312 -0.2480 1.2504 0.0686 0.000
C -3.46291 0.38847 -0.74531 0.6126 -1.1443 -0.3443 -0.010
N 0.09915 -1.20116 5.28554 -0.3619 3.1597 -0.8576 -0.001
H -2.71903 2.45639 -1.10228 -0.3415 -0.2051 0.3667 -0.002
H -4.25813 2.25555 -0.20444 0.6867 0.0652 0.0770 0.000
O 2.53096 2.32381 -4.03913 -3.7021 -1.9781 2.6598 0.001
C -0.05728 -0.01281 4.61406 0.5767 -0.0553 5.9134 -0.002
H -3.50965 -0.37123 1.32742 -0.4219 0.1282 -0.4745 -0.001
O -2.12965 3.07549 -3.80004 3.2561 -3.1996 2.3703 0.000
H 3.15004 1.49705 -1.39512 0.2741 -0.2042 0.2693 -0.001
H 4.77628 -1.68331 0.00273 -0.1805 -0.2333 0.3783 0.000
H -2.70269 1.96943 0.64600 -0.3520 -0.0515 -0.3438 -0.003
C 1.89256 0.25901 2.16307 7.3124 1.0233 5.7298 -0.006
H 3.28925 -2.02148 -2.75058 0.5611 0.4808 -0.0539 -0.002
H 4.76600 -0.98946 -2.50436 -0.3055 -0.0214 -0.4254 0.000
H 3.23986 -0.29300 -3.21461 0.4106 -0.2965 0.2702 -0.001
S -0.56208 -0.11853 3.01645 -1.2880 -0.0637 -0.4227 -0.019
H -5.16515 0.61486 -2.01366 0.2050 -0.0345 -0.5306 0.000
H 0.08305 -1.96234 4.65084 -0.1159 -1.3006 0.2391 0.000
S -2.12012 -0.89035 -1.27971 2.9968 2.1349 1.0140 -0.032
C 3.67850 -1.69596 -0.00985 0.6733 -0.0400 -0.2868 -0.001
S 1.44797 -1.31828 -1.17746 -1.4263 2.5460 0.6787 -0.009
C 3.52999 0.75921 -0.66583 -0.1219 -0.1775 -0.0191 0.005
H 4.63716 0.81424 -0.65547 -0.5155 0.3323 0.0836 0.000
H -0.04044 1.31400 6.30037 0.2588 -0.1231 -1.0555 0.000
H 3.25856 -1.44803 0.98386 0.4536 -0.1770 -0.4888 0.001
H -4.11115 -0.83038 -2.39898 -0.6128 1.0945 -0.0550 -0.001
C 3.23120 -0.67764 -1.06246 -0.6821 -0.9001 0.0558 -0.010
H -4.07662 -1.51295 0.07577 -0.4136 0.6361 0.3354 0.001
C -4.12912 0.25419 -2.11787 -1.1042 -0.0744 0.2351 -0.001
C -3.23079 1.84756 -0.32961 0.3546 -0.3385 -0.1818 0.006
H -3.55852 0.81420 -2.89122 -0.6231 -0.2543 0.4319 0.001
C -1.41201 2.34553 -3.26517 -4.3226 4.9787 -3.1017 0.010
H 3.15887 1.01542 0.34348 0.3345 -0.0384 -0.4772 -0.003
O 2.78402 0.37230 2.97358 -6.5971 -0.8837 -5.6995 0.002
H -5.12241 -0.09135 0.50918 0.3804 -0.3106 0.3593 0.000
I -0.74483 -4.08084 -0.50274 -0.0513 -0.5885 1.0052 1.150
C 3.66517 -1.01334 -2.48761 0.4640 -0.2680 0.2036 0.001
C -4.08341 -0.44477 0.37584 -0.7338 -0.0213 -0.1743 0.000
C 1.68192 1.84264 -3.42480 5.2707 3.3308 -3.6176 0.009
H 0.07523 -1.31512 6.31836 0.2660 0.1050 -1.0419 0.000
Sm -0.08056 0.42068 -2.49642 -1.0047 -4.9916 -1.9093 3.091
N -0.00493 1.19848 5.26769 -0.1387 -3.3253 -0.9871 -0.002
H 3.30589 -2.69772 -0.29945 0.5633 0.3911 0.2796 0.000


(3)
6
Properties=species:S:1:pos:R:3:forces:R:3:mulliken_charge:R:1 method="wB97M-V/def2-TZVPD" e_tot_ha=-628.1983 homo_energy_ev=-8.98 largest_force_ev_per_a=5.2 lumo_ev=-2.95 relative_energy_kj_mol=298.1 total_charge=0
F 0.76798 1.36186 -1.13030 1.4369 -1.8989 1.8608 -0.085
N -0.92589 -0.76655 0.04315 0.4888 -0.1935 -0.3208 -0.346
C 1.14537 0.64163 -0.06626 -4.8605 1.9446 0.2035 0.477
F 0.48327 1.12357 0.98598 2.6126 -0.7718 -1.5682 -0.075
I 2.92364 -0.37131 0.00872 -0.8173 0.2838 -0.0048 0.411
C -1.94475 -1.34616 0.20278 1.1396 0.6358 -0.1705 -0.382